1.
This record from the Open Molecules 2025 dataset describes a 4-piece molecular cluster, C31H31Br3ClF3N3O9P2 overall. The level of theory is ωB97M-V with the def2-TZVPD basis set.

The geometry in XYZ format:
```
83
Properties=species:S:1:pos:R:3:forces:R:3
O -6.229 1.307 4.602 0.146 0.615 -0.636
P -4.673 1.796 4.243 0.689 -0.366 1.273
Br -4.977 3.568 2.831 -0.305 -0.204 -0.108
P -3.832 0.303 2.741 -0.809 1.375 -2.043
Cl -4.883 -1.300 3.841 0.011 -0.600 0.462
O -3.208 -0.777 1.539 0.282 0.529 0.389
C -1.856 -1.089 1.785 -0.026 -0.805 -0.234
C -0.855 -0.240 0.999 -0.472 0.297 -0.147
C -0.890 1.264 1.306 0.775 -0.276 -0.688
C 0.389 1.965 0.873 -0.361 0.061 1.075
F 0.754 1.620 -0.381 0.165 -0.037 -0.249
Br 1.788 1.386 2.142 0.107 0.022 -0.347
C 0.305 3.549 0.935 0.208 0.034 0.148
F 1.286 4.094 1.669 0.149 0.023 0.025
F 0.483 4.033 -0.312 -0.236 -0.117 -0.130
Br -1.348 4.253 1.649 -0.057 -0.040 -0.088
C -1.772 -1.088 3.313 0.828 -0.740 -0.896
C -0.349 -1.346 3.839 -0.129 0.373 0.644
C 0.101 -0.552 5.044 0.431 0.146 0.057
C -0.756 -0.038 6.010 -0.162 0.018 0.163
C -0.265 0.676 7.100 0.169 -0.155 -0.223
C 1.101 0.865 7.266 -0.269 -0.043 -0.005
C 1.973 0.332 6.327 -0.038 -0.057 -0.108
C 1.474 -0.351 5.228 -0.213 -0.083 0.101
O -2.402 0.106 3.679 -0.346 -0.261 0.321
H -6.830 1.958 4.220 -0.235 -0.147 0.017
H -3.334 1.460 2.053 0.295 -0.108 0.300
H -5.028 0.436 1.947 0.061 -0.285 0.213
H -1.689 -2.115 1.426 -0.018 -0.075 0.070
H -1.127 -0.349 -0.052 -0.004 -0.098 -0.073
H 0.140 -0.673 1.081 0.133 0.047 0.219
H -1.009 1.485 2.360 -0.333 -0.042 0.078
H -1.702 1.682 0.717 -0.189 0.207 0.233
H -2.343 -1.984 3.571 -0.462 0.357 0.486
H 0.411 -1.232 3.069 -0.025 0.154 -0.155
H -0.307 -2.399 4.123 -0.003 -0.105 -0.050
H -1.823 -0.179 5.921 -0.026 0.025 -0.100
H -0.967 1.085 7.812 -0.016 0.026 0.089
H 1.456 1.416 8.127 0.149 0.027 -0.004
H 3.045 0.437 6.430 0.053 0.092 0.081
H 2.161 -0.766 4.500 0.058 0.022 -0.059
C 1.058 5.977 -2.645 0.038 0.058 -0.053
C 0.278 7.120 -2.764 0.077 -0.068 -0.043
C 0.274 7.841 -3.948 -0.126 0.096 0.112
C 1.055 7.399 -5.000 -0.015 -0.083 0.127
C 1.843 6.267 -4.900 0.124 -0.160 -0.038
C 1.842 5.555 -3.712 -0.074 0.079 0.043
N 1.041 8.149 -6.265 0.020 0.032 -0.022
O 0.357 9.151 -6.321 -0.016 0.022 -0.001
O 1.714 7.723 -7.183 0.018 -0.008 -0.018
H 1.055 5.416 -1.724 0.025 0.070 -0.061
H -0.332 7.447 -1.933 -0.008 0.004 0.000
H -0.331 8.730 -4.046 0.029 0.007 -0.112
H 2.448 5.942 -5.734 -0.047 0.087 -0.067
H 2.450 4.666 -3.617 0.003 -0.006 -0.006
C -1.740 -6.879 -1.594 0.018 0.012 0.027
C -1.749 -7.093 -0.221 0.024 0.020 -0.127
C -0.895 -6.375 0.598 -0.081 -0.112 0.146
C -0.046 -5.448 0.021 -0.094 -0.046 -0.097
C -0.017 -5.224 -1.342 -0.170 0.002 -0.048
C -0.874 -5.950 -2.155 -0.089 -0.059 0.099
N 0.849 -4.662 0.884 -0.073 0.042 0.002
O 0.813 -4.880 2.078 0.079 0.027 0.007
O 1.562 -3.836 0.348 0.069 0.006 0.078
H -2.413 -7.438 -2.231 -0.001 -0.001 -0.001
H -2.425 -7.817 0.212 -0.002 0.005 0.017
H -0.896 -6.532 1.666 0.069 0.099 0.014
H 0.655 -4.495 -1.760 0.061 0.073 0.108
H -0.867 -5.788 -3.223 0.043 0.003 -0.027
C 3.985 -1.307 -5.313 -0.011 -0.020 0.001
C 4.328 -2.146 -4.261 -0.041 0.053 -0.095
C 3.551 -3.257 -3.978 0.135 -0.027 0.144
C 2.440 -3.509 -4.762 0.108 0.139 -0.047
C 2.078 -2.682 -5.810 -0.097 0.068 -0.159
C 2.861 -1.572 -6.083 0.090 -0.002 0.072
N 1.622 -4.695 -4.474 -0.007 0.012 0.035
O 1.949 -5.390 -3.534 0.099 -0.064 -0.178
O 0.659 -4.908 -5.186 -0.004 -0.016 -0.007
H 4.597 -0.441 -5.533 -0.007 0.009 0.009
H 5.201 -1.935 -3.660 -0.008 -0.005 0.024
H 3.809 -3.912 -3.159 -0.095 -0.058 -0.019
H 1.203 -2.896 -6.404 -0.020 -0.094 0.065
H 2.593 -0.915 -6.899 -0.020 -0.002 -0.003
```
Forces are in eV/Å.

Values from the calculation:
Energy, hartree: -11205.71034
HOMO level, Eh: -0.166
Net charge: -1
Kohn-Sham gap, eV: 5.061

Mulliken atomic charge list, values in e, 6 entries:
1. O -0.396
2. P 0.052
3. Br -0.381
4. P 0.302
5. Cl -0.403
6. O -0.719

***

2.
This record from the Open Molecules 2025 dataset describes a 6-piece molecular cluster, C31H31BrN7O10 overall. The level of theory is ωB97M-V with the def2-TZVPD basis set.

The geometry in XYZ format:
```
80
Properties=species:S:1:pos:R:3:forces:R:3
N 0.677 -3.205 -0.908 -0.455 0.299 0.236
C 0.328 -2.814 -2.235 0.151 -0.094 -0.043
N 0.611 -1.347 -2.489 -0.166 0.146 -0.026
Br 2.453 -0.910 -2.507 -0.004 -0.128 0.156
H 1.032 -2.461 -0.317 0.359 -0.098 -0.083
H -0.121 -3.587 -0.410 0.124 -0.251 0.002
H 0.918 -3.344 -2.985 -0.023 0.060 -0.097
H -0.734 -2.930 -2.458 -0.018 -0.068 -0.015
H 0.176 -0.772 -1.763 -0.011 -0.008 -0.015
H 0.225 -1.053 -3.391 0.047 -0.005 -0.069
C -4.355 -2.629 3.790 -0.007 -0.027 0.006
C -4.255 -3.673 2.879 -0.038 -0.007 0.022
C -3.016 -4.057 2.394 -0.054 -0.008 -0.023
C -1.900 -3.373 2.842 0.128 -0.087 0.007
C -1.970 -2.332 3.751 -0.028 0.044 0.016
C -3.217 -1.960 4.224 -0.012 0.020 0.025
N -0.579 -3.768 2.327 -0.044 -0.004 0.021
O -0.530 -4.665 1.496 -0.075 0.126 -0.049
O 0.399 -3.173 2.731 -0.018 0.046 -0.068
H -5.326 -2.339 4.169 0.000 0.000 0.005
H -5.146 -4.193 2.552 -0.001 -0.005 0.013
H -2.910 -4.868 1.690 0.014 -0.016 0.019
H -1.068 -1.832 4.073 0.008 -0.019 0.007
H -3.307 -1.150 4.935 -0.021 0.009 0.012
C -3.802 -9.201 5.764 -0.011 0.012 -0.004
C -5.004 -9.678 5.259 0.001 -0.015 -0.005
C -6.063 -8.811 5.045 0.012 -0.057 -0.002
C -5.884 -7.474 5.344 -0.113 0.096 -0.030
C -4.700 -6.972 5.851 0.056 0.001 0.011
C -3.651 -7.852 6.061 0.015 0.002 -0.001
N -7.006 -6.539 5.106 0.069 -0.039 0.024
O -8.042 -6.998 4.675 0.016 0.017 0.000
O -6.818 -5.363 5.352 0.010 0.025 -0.045
H -2.979 -9.883 5.929 -0.001 -0.002 0.007
H -5.120 -10.729 5.032 0.006 -0.001 0.005
H -7.010 -9.153 4.656 -0.004 0.013 -0.002
H -4.614 -5.919 6.074 -0.013 0.003 -0.004
H -2.716 -7.484 6.459 0.001 -0.008 0.002
C 0.292 2.301 8.315 -0.012 -0.002 -0.008
C 0.047 3.107 7.211 0.014 0.008 -0.005
C -1.083 2.903 6.437 0.048 0.032 0.001
C -1.947 1.886 6.797 -0.136 0.000 -0.065
C -1.728 1.068 7.890 0.029 -0.022 0.041
C -0.591 1.284 8.652 0.007 -0.010 0.010
N -3.163 1.671 5.985 0.042 0.021 0.073
O -3.331 2.380 5.015 0.018 -0.041 -0.007
O -3.925 0.789 6.335 0.041 -0.024 -0.068
H 1.174 2.469 8.919 0.003 -0.002 -0.001
H 0.735 3.901 6.953 0.002 -0.001 0.007
H -1.302 3.516 5.575 -0.018 0.001 0.005
H -2.436 0.290 8.132 -0.015 0.012 -0.001
H -0.400 0.660 9.514 0.005 0.006 0.002
C 4.223 2.749 -5.351 -0.033 -0.008 -0.038
C 3.690 3.445 -6.429 -0.056 -0.035 0.030
C 2.436 3.112 -6.928 0.040 0.079 -0.052
C 1.742 2.082 -6.327 -0.177 -0.077 -0.031
C 2.256 1.372 -5.262 0.028 0.056 0.000
C 3.502 1.712 -4.774 -0.212 -0.186 0.074
N 0.397 1.712 -6.817 0.146 0.090 0.004
O -0.048 2.316 -7.763 -0.008 -0.057 0.047
O -0.187 0.816 -6.225 -0.063 -0.036 0.017
H 5.198 3.016 -4.969 0.005 -0.001 -0.006
H 4.257 4.245 -6.884 -0.019 -0.066 -0.010
H 2.003 3.638 -7.766 0.001 0.001 0.002
H 1.674 0.570 -4.836 0.019 0.021 -0.050
H 3.869 1.137 -3.934 0.345 0.191 0.010
C 6.798 10.269 -8.428 -0.003 -0.012 0.001
C 6.074 9.778 -9.506 -0.006 0.009 -0.012
C 5.683 8.450 -9.535 0.003 0.052 -0.026
C 6.031 7.644 -8.468 -0.030 -0.129 -0.022
C 6.754 8.104 -7.383 0.026 0.038 0.029
C 7.139 9.435 -7.371 0.006 0.008 0.011
N 5.608 6.232 -8.489 0.012 -0.028 -0.021
O 4.992 5.833 -9.454 -0.021 0.023 0.034
O 5.895 5.535 -7.528 0.070 0.130 0.008
H 7.099 11.308 -8.411 0.006 0.000 -0.002
H 5.812 10.430 -10.329 0.005 0.005 0.004
H 5.121 8.040 -10.362 -0.003 -0.011 0.007
H 7.005 7.433 -6.576 -0.007 -0.010 -0.004
H 7.705 9.820 -6.535 0.000 0.006 -0.004
```
Forces are in eV/Å.

Values from the calculation:
Energy, hartree: -4908.85258
HOMO level, Eh: -0.423
Net charge: +1
Kohn-Sham gap, eV: 6.428

Mulliken atomic charge list, values in e, 6 entries:
1. N -0.437
2. C -0.355
3. N -0.405
4. Br 0.230
5. H 0.262
6. H 0.209

***

3.
This record from the Open Molecules 2025 dataset describes C31H31Cl3N4NiO4S2 as an isolated structure. The level of theory is ωB97M-V with the def2-TZVPD basis set.

The geometry in XYZ format:
```
76
Properties=species:S:1:pos:R:3:forces:R:3
Ni -0.357 1.637 0.554 -1.056 0.077 -1.110
O 1.748 9.101 -0.581 -0.493 -0.125 0.146
C 2.003 8.446 0.599 0.843 -0.419 -0.016
O 2.680 8.983 1.446 -0.670 -0.329 -0.802
C 1.469 7.040 0.728 -1.059 0.044 0.739
C 1.391 6.473 2.037 0.737 0.168 -0.360
C 0.610 5.350 2.267 -0.094 -0.344 0.399
C -0.078 4.717 1.204 0.198 1.303 0.582
S -1.125 3.382 1.567 -0.625 0.139 0.738
C -0.053 5.311 -0.060 0.541 -0.578 0.235
C 0.739 6.427 -0.304 -0.003 0.027 0.830
H 1.000 8.726 -1.096 0.767 0.072 0.740
H 2.034 6.888 2.843 -0.842 -0.025 -0.634
H 0.444 4.942 3.300 0.497 0.424 -1.138
H -0.655 4.802 -0.802 0.123 0.296 -0.383
H 0.774 6.842 -1.292 -0.085 0.080 -0.458
N -3.349 0.928 -0.686 0.266 -0.126 0.152
C -3.270 0.551 0.601 -0.729 -0.330 0.278
C -4.510 0.090 1.225 1.643 0.071 -0.266
C -4.472 -0.338 2.518 -0.777 0.515 0.031
C -3.274 -0.207 3.238 0.535 -0.509 0.746
C -2.125 0.206 2.591 -0.947 0.077 -0.219
N -2.087 0.592 1.284 -0.687 -0.386 0.052
H -4.179 0.593 -1.168 0.495 0.443 0.044
H -2.452 1.251 -1.178 -0.258 -0.348 0.267
H -5.392 0.100 0.603 -0.151 -0.101 0.111
H -5.400 -0.687 3.010 0.676 0.209 -0.270
H -3.263 -0.462 4.313 0.213 0.132 -0.778
H -1.195 0.240 3.137 0.177 0.198 -0.040
C -1.535 2.629 -3.346 -0.181 -0.534 -1.279
C -0.400 1.979 -2.558 0.253 -0.037 1.244
C 0.218 0.788 -3.313 -0.689 -0.432 -0.609
O -0.912 1.513 -1.338 -0.230 -0.177 0.272
H -1.186 2.995 -4.326 -0.007 -0.148 0.238
H -2.060 3.465 -2.888 0.276 -0.049 0.515
H -2.301 1.851 -3.569 0.382 0.368 0.157
H 0.368 2.743 -2.303 -0.036 -0.187 -0.592
H -0.605 0.029 -3.498 0.835 0.797 0.205
H 1.019 0.252 -2.765 -0.414 0.555 -0.110
H 0.594 1.110 -4.298 0.034 -0.187 0.253
Cl 3.669 -4.304 -5.153 -0.074 0.004 -0.627
C 3.015 -4.287 -3.578 -0.549 -0.042 1.734
C 3.802 -4.785 -2.533 -0.325 -0.011 -0.156
C 3.293 -4.755 -1.230 0.646 0.741 -1.597
C 2.129 -4.084 -0.938 -1.411 -0.126 0.204
C 1.884 -3.955 0.554 -0.058 0.888 0.418
C 2.712 -2.758 1.092 -0.192 -0.693 0.548
N 2.312 -1.450 0.608 -0.240 0.244 -0.217
C 3.180 -0.455 0.172 -0.072 -0.109 0.442
C 2.436 0.676 0.135 -0.152 1.361 -0.886
N 1.136 0.393 0.446 -0.069 -0.978 0.568
C 1.068 -0.885 0.745 0.854 -0.485 0.048
O 0.522 -3.820 0.962 0.208 -1.429 0.875
C 0.026 -4.993 1.752 0.337 0.442 -0.863
C -1.446 -4.836 1.871 -1.469 -0.741 -1.159
C -2.363 -5.621 1.173 0.492 0.678 0.420
Cl -1.956 -6.991 0.239 -0.051 -0.287 -0.222
S -4.010 -5.063 1.218 1.447 0.570 1.169
C -3.490 -3.738 2.259 0.280 -0.477 -0.171
C -2.131 -3.761 2.481 -0.799 1.191 -0.230
C 1.307 -3.594 -1.989 0.971 -0.793 0.032
Cl -0.220 -2.837 -1.769 -0.153 0.115 0.216
C 1.724 -3.768 -3.304 1.245 -0.370 -0.359
H 4.797 -5.187 -2.733 -0.392 0.068 0.002
H 3.913 -5.110 -0.433 0.179 -0.320 0.370
H 2.362 -4.804 1.065 -0.312 -0.067 -0.246
H 3.770 -2.949 0.862 -0.369 0.331 -0.124
H 2.625 -2.793 2.189 -0.006 0.202 -0.241
H 4.235 -0.602 -0.042 -0.418 -0.181 0.177
H 2.651 1.715 -0.168 0.312 -0.945 0.195
H 0.189 -1.456 1.055 0.457 0.345 -0.196
H 0.527 -5.067 2.732 -0.038 0.327 -0.367
H 0.210 -5.922 1.187 0.223 0.396 0.165
H -4.224 -3.030 2.651 0.406 -0.257 -0.340
H -1.600 -2.886 2.870 -0.302 -0.485 0.374
H 1.093 -3.513 -4.143 -0.065 0.272 0.133
```
Forces are in eV/Å.

Values from the calculation:
Energy, hartree: -5405.15029
Multiplicity: 3
HOMO level (spin up / spin down), Eh: -0.281 / -0.279
Kohn-Sham gap (spin up / spin down), eV: 7.670 / 7.612
⟨S²⟩: 2.008

Mulliken atomic charge list, values in e, 6 entries:
1. Ni -0.318
2. O -0.487
3. C 0.512
4. O -0.554
5. C 0.625
6. C -0.467

***

4.
This record from the Open Molecules 2025 dataset describes C31H31CoN11O3 as an isolated structure. The level of theory is ωB97M-V with the def2-TZVPD basis set.

The geometry in XYZ format:
```
77
Properties=species:S:1:pos:R:3:forces:R:3
Co 0.358 -0.648 0.183 -1.050 -0.412 0.262
C 2.116 3.087 -1.205 0.033 0.022 0.036
O 1.013 2.325 -0.770 0.289 -0.180 0.191
C -0.218 2.708 -1.179 -0.364 -0.098 0.184
C -0.410 3.768 -2.059 0.124 0.112 -0.144
C -1.681 4.182 -2.415 -0.037 -0.023 -0.002
C -2.780 3.515 -1.905 -0.014 0.064 -0.034
C -2.593 2.450 -1.046 0.286 -0.242 0.013
C -1.322 2.016 -0.648 -0.489 0.579 -0.245
N -1.157 0.949 0.287 0.047 -0.282 0.186
N -2.268 0.636 0.823 -0.190 1.116 -0.377
C -2.492 -0.314 1.736 0.608 -0.880 0.334
C -1.446 -1.074 2.348 -0.530 0.557 -0.438
O -0.231 -0.828 2.094 0.455 0.017 0.126
C -1.800 -2.128 3.251 -0.084 -0.192 0.385
C -3.094 -2.385 3.550 0.256 -0.008 -0.043
C -4.163 -1.614 3.000 -0.193 0.187 -0.145
C -5.503 -1.887 3.329 -0.026 -0.012 0.014
C -6.527 -1.140 2.805 -0.088 -0.033 0.057
C -6.235 -0.086 1.930 0.112 0.025 -0.035
C -4.935 0.194 1.584 -0.093 0.007 -0.028
C -3.870 -0.565 2.100 0.053 -0.045 0.049
H 2.264 3.001 -2.285 -0.005 -0.003 0.016
H 2.985 2.687 -0.689 0.038 -0.059 -0.003
H 1.997 4.143 -0.944 0.008 -0.023 0.037
H 0.442 4.281 -2.482 -0.020 -0.012 0.060
H -1.800 5.021 -3.089 -0.012 -0.026 -0.023
H -3.782 3.816 -2.183 -0.003 -0.036 0.006
H -3.438 1.900 -0.672 -0.083 -0.031 0.017
H -0.992 -2.724 3.659 0.010 0.032 -0.030
H -3.340 -3.201 4.220 -0.021 -0.012 -0.003
H -5.717 -2.707 4.006 0.024 0.000 0.008
H -7.555 -1.361 3.062 0.010 -0.016 0.009
H -7.040 0.509 1.518 0.003 0.006 -0.005
H -4.704 1.001 0.906 -0.035 0.009 -0.020
N -1.212 -3.642 -0.084 -0.098 0.048 0.118
C -1.636 -2.636 -0.913 -0.028 0.471 -0.362
N -2.740 -2.684 -1.637 -0.002 -0.313 0.080
N -2.762 -1.513 -2.304 0.084 0.096 -0.012
N -1.742 -0.796 -1.999 -0.068 0.061 -0.072
N -0.985 -1.473 -1.103 -0.003 -0.299 0.170
C 0.044 -3.667 0.472 0.613 0.121 0.122
N 0.596 -4.727 1.041 -0.264 -0.134 -0.043
N 1.816 -4.306 1.428 -0.033 0.007 -0.045
N 1.985 -3.071 1.108 0.044 -0.186 -0.228
N 0.872 -2.618 0.498 0.179 -0.487 -0.223
H -1.746 -4.491 -0.073 -0.011 -0.028 -0.027
C 2.956 -0.866 2.962 0.007 0.204 -0.017
C 3.452 0.450 2.351 -0.208 -0.050 0.020
C 2.362 1.526 2.347 0.166 -0.047 -0.121
C 4.094 0.177 1.001 0.051 0.015 0.514
C 5.476 0.216 0.952 0.029 0.057 0.044
C 6.186 -0.082 -0.202 -0.099 -0.012 0.049
C 5.495 -0.426 -1.357 -0.004 -0.018 -0.100
C 4.116 -0.469 -1.388 0.077 -0.033 -0.508
C 3.447 -0.871 -2.689 -0.241 -0.028 0.053
C 2.507 0.204 -3.251 0.137 -0.032 0.042
C 2.714 -2.214 -2.567 0.065 0.099 0.083
C 3.378 -0.171 -0.194 -0.290 0.152 -0.088
O 2.090 -0.166 -0.248 1.166 0.138 0.002
H 2.520 -0.689 3.947 0.017 0.071 0.016
H 3.780 -1.574 3.062 -0.044 -0.044 -0.017
H 2.204 -1.330 2.332 0.069 0.047 0.190
H 4.256 0.826 2.994 0.055 0.001 -0.078
H 1.516 1.242 1.731 -0.130 0.053 -0.005
H 2.758 2.474 1.974 -0.042 0.029 -0.019
H 2.000 1.683 3.364 0.006 -0.018 -0.010
H 6.017 0.482 1.852 -0.031 -0.008 0.004
H 7.268 -0.054 -0.199 -0.003 0.009 -0.006
H 6.050 -0.665 -2.257 -0.040 -0.014 -0.012
H 4.256 -1.005 -3.414 0.041 0.018 0.058
H 1.695 0.415 -2.559 -0.053 0.028 -0.021
H 2.069 -0.145 -4.188 0.006 0.004 -0.003
H 3.052 1.130 -3.451 -0.024 -0.004 -0.006
H 1.790 -2.093 -2.009 -0.102 -0.068 0.057
H 3.324 -2.953 -2.044 -0.005 -0.033 -0.022
H 2.469 -2.596 -3.559 -0.007 0.015 0.010
```
Forces are in eV/Å.

Values from the calculation:
Energy, hartree: -3410.73717
Multiplicity: 5
Energy above the lowest of the compared OMol25 structures with the same formula, charge and spin, kJ/mol: 55.57
HOMO level (spin up / spin down), Eh: -0.179 / -0.177
Net charge: -1
Kohn-Sham gap (spin up / spin down), eV: 6.891 / 4.563
⟨S²⟩: 6.050

Mulliken atomic charge list, values in e, 6 entries:
1. Co 0.570
2. C -1.282
3. O -0.036
4. C 0.586
5. C -0.973
6. C -0.697